Formula: C29H24HgN9O2S2
Source: the Open Molecules 2025 dataset
Level of theory: ωB97M-V with the def2-TZVPD basis set

Structure (XYZ):
```
67
Properties=species:S:1:pos:R:3:lowdin_charge:R:1
Hg 0.4270 -0.4378 0.4673 0.8177
C -2.4026 1.4119 4.4258 -0.0604
C -2.0506 0.4992 3.2810 -0.3181
N -0.9991 -0.2310 3.2541 0.0183
N -0.2322 -0.2087 4.3817 -0.0494
C 1.0092 -0.6007 4.2155 -0.9355
N 1.7073 -0.6942 5.4221 -0.0042
S 1.9215 -0.9699 2.8096 0.4685
C -2.9318 0.4785 2.0856 -0.2452
C -4.1834 1.1001 2.0997 -0.0417
C -4.9459 1.1146 0.9433 -0.0943
C -4.4503 0.5159 -0.2001 -0.0745
C -3.2103 -0.1072 -0.1208 -0.1272
N -2.4855 -0.1388 0.9877 0.0885
H -1.4965 1.6423 4.9796 0.0530
H -3.1031 0.9362 5.1209 0.0746
H -2.8525 2.3378 4.0655 0.0604
H 1.2771 -0.1513 6.1570 0.0596
H 2.6980 -0.5550 5.3106 0.0350
H -4.5500 1.5759 2.9987 0.0906
H -5.9093 1.6125 0.9332 0.0944
H -4.9878 0.5462 -1.1385 0.0959
H -2.7515 -0.5742 -0.9869 0.1050
N 3.3820 1.9258 -2.7342 0.1062
C 2.6257 1.6011 -1.6352 -0.2007
N 2.5769 0.4403 -1.1194 0.1043
C 3.2260 -0.6101 -1.7595 -0.2970
N 2.9351 -1.8576 -1.5067 0.0529
N 1.9148 -2.0604 -0.6729 -0.0890
C 1.5994 -3.3289 -0.4763 -0.1553
C 0.4684 -3.6831 0.2826 -0.3048
C 0.1599 -5.0463 0.5418 -0.0710
C -0.9202 -5.3694 1.3135 -0.1296
C -1.7145 -4.3405 1.8512 -0.1088
C -1.3661 -3.0357 1.5505 -0.1688
N -0.3387 -2.6994 0.7784 0.0203
C 4.2228 -0.3070 -2.7799 -0.0884
C 5.1068 -1.2433 -3.3158 -0.0394
C 5.9822 -0.9009 -4.3368 -0.1248
C 5.9920 0.3935 -4.8408 -0.1307
C 5.1298 1.3472 -4.3130 -0.0499
C 4.2548 1.0034 -3.2902 -0.1902
H 3.2499 2.8207 -3.1681 0.1386
H 2.0580 2.4076 -1.1837 0.0869
H 2.2094 -4.1097 -0.9263 0.0954
H 0.8061 -5.8117 0.1276 0.0920
H -1.1524 -6.4098 1.5172 0.0836
H -2.5652 -4.5445 2.4870 0.0750
H -1.9274 -2.1998 1.9459 0.0694
H 5.0683 -2.2502 -2.9219 0.0995
H 6.6540 -1.6472 -4.7445 0.0843
H 6.6687 0.6657 -5.6421 0.0833
H 5.1268 2.3618 -4.6970 0.0981
O 0.2685 1.5770 -3.2261 -0.0359
C -0.4448 1.1216 -2.3114 -0.7136
O -0.5242 -0.0687 -1.9088 -0.1138
C -1.3729 2.1192 -1.6248 -0.1748
C -2.4116 2.6451 -2.3878 -0.0592
C -3.3337 3.5366 -1.8580 -0.1324
C -3.2059 3.9216 -0.5300 -0.1358
C -2.1685 3.4148 0.2370 -0.1565
C -1.2301 2.5137 -0.2836 -0.6230
S 0.0942 2.0202 0.7786 0.5371
H -2.4770 2.3442 -3.4280 0.1089
H -4.1393 3.9247 -2.4723 0.0795
H -3.9178 4.6093 -0.0849 0.0842
H -2.0680 3.7071 1.2764 0.0827
```

Output
HOMO level (spin up / spin down)	0.0097 / -0.0638	hartree
net charge	-2
LUMO level (spin up / spin down)	4.6 / 4.6	eV
largest force on an atom	0.15	eV/Å
spin multiplicity	2
expectation value of S²	0.81
HOMO-LUMO gap (spin up / spin down)	4.385 / 6.378	eV


Formula: C29H24MnN9OS
Source: the Open Molecules 2025 dataset
Level of theory: ωB97M-V with the def2-TZVPD basis set

Structure (XYZ):
```
65
Properties=species:S:1:pos:R:3:lowdin_charge:R:1
Mn -0.0667 -0.0583 -0.3994 0.5840
N 3.3761 -0.1164 2.1170 0.1440
C 2.5689 -0.0122 1.0594 -0.0826
N 1.3554 -0.4692 1.0128 0.0699
C 0.8242 -1.1160 2.1265 -0.2545
N -0.3707 -1.6070 2.0878 0.1160
N -0.9473 -1.3690 0.8411 -0.0828
C -2.0283 -2.0062 0.5871 -0.0410
C -2.5562 -1.8007 -0.7679 -0.2536
C -3.7327 -2.3881 -1.2168 -0.0062
C -4.1116 -2.1750 -2.5321 -0.0399
C -3.2990 -1.3976 -3.3467 -0.0315
C -2.1489 -0.8436 -2.8103 -0.1142
N -1.7818 -1.0293 -1.5455 0.0545
C 1.6485 -1.2384 3.3234 -0.0803
C 1.1833 -1.8491 4.4938 -0.0013
C 1.9997 -1.9350 5.5979 -0.0526
C 3.2963 -1.4125 5.5540 -0.0496
C 3.7738 -0.8087 4.4121 -0.0041
C 2.9415 -0.7244 3.2978 -0.1656
H 4.3003 0.2821 2.0670 0.1669
H 2.9569 0.5052 0.1896 0.1505
H -2.4859 -2.6774 1.3051 0.1338
H -4.3243 -2.9977 -0.5476 0.1193
H -5.0218 -2.6127 -2.9189 0.1162
H -3.5527 -1.2162 -4.3814 0.1135
H -1.4969 -0.2140 -3.4034 0.1197
H 0.1790 -2.2479 4.5054 0.1169
H 1.6405 -2.4075 6.5012 0.1133
H 3.9335 -1.4827 6.4250 0.1160
H 4.7769 -0.4030 4.3746 0.1207
O 1.7233 3.4658 -1.1451 0.0339
C 1.0235 2.5143 -0.8006 -0.5281
N 0.9124 1.3166 -1.3649 -0.0662
C 1.7419 0.9831 -2.4925 -0.1468
C 1.8024 -0.5157 -2.5981 -0.2315
C 2.6118 -1.1625 -3.5265 -0.0061
C 2.6274 -2.5427 -3.5652 -0.0449
C 1.8313 -3.2521 -2.6743 -0.0451
C 1.0508 -2.5420 -1.7873 -0.1025
N 1.0296 -1.2034 -1.7448 0.0293
C 0.1267 2.6425 0.4188 -0.1775
C 0.0167 3.8573 1.0720 0.0201
C -0.8249 3.9500 2.1692 -0.0333
C -1.5180 2.8207 2.5774 -0.0394
C -1.3458 1.6421 1.8711 -0.1084
N -0.5467 1.5529 0.8094 0.0321
H 2.7514 1.4033 -2.4003 0.1303
H 1.3456 1.3874 -3.4347 0.1347
H 3.2195 -0.5770 -4.2036 0.1243
H 3.2523 -3.0629 -4.2790 0.1156
H 1.8139 -4.3324 -2.6668 0.1108
H 0.4054 -3.0442 -1.0766 0.1124
H 0.5907 4.6915 0.6945 0.1243
H -0.9384 4.8872 2.6977 0.1151
H -2.1841 2.8417 3.4283 0.1103
H -1.8677 0.7376 2.1589 0.1069
S -4.4740 3.0230 -1.9019 1.0267
C -3.0773 3.5411 -2.7377 -0.3858
C -2.0160 2.7770 -2.3701 -0.2365
N -2.2836 1.7981 -1.4468 -0.0322
C -3.5403 1.8269 -1.1166 -0.4909
H -3.0997 4.3621 -3.4341 0.0708
H -1.0049 2.8966 -2.7334 0.1055
H -3.9851 1.1444 -0.4050 0.0766
```

Output
HOMO level (spin up / spin down)	-0.3764 / -0.3596	hartree
net charge	+1
LUMO level (spin up / spin down)	-3.2 / -3.2	eV
largest force on an atom	1.07	eV/Å
spin multiplicity	2
expectation value of S²	0.80
HOMO-LUMO gap (spin up / spin down)	7.066 / 6.616	eV


Formula: C29H24N3O9Sn
Source: the Open Molecules 2025 dataset
Level of theory: ωB97M-V with the def2-TZVPD basis set

Structure (XYZ):
```
66
Properties=species:S:1:pos:R:3:lowdin_charge:R:1
Sn -0.2890 0.6253 0.9866 1.5862
O -5.9642 -0.6043 3.8091 0.0538
C -4.7429 -0.3487 3.2556 -0.2908
C -4.5435 0.7402 2.4367 0.0402
C -3.3233 0.9087 1.8457 -0.1651
N -2.3107 0.0645 2.1141 0.0158
C -2.4671 -1.0212 2.8882 -0.1417
C -3.7089 -1.2466 3.4826 0.0716
C -1.2469 -1.9861 3.0125 -0.6812
O -1.4606 -3.0715 3.5455 0.0058
O -0.1896 -1.5085 2.5420 -0.1630
C -3.0320 2.0002 0.7781 -0.5738
O -3.9244 2.7550 0.4655 0.0636
O -1.8494 1.9092 0.2587 -0.1981
H -6.6132 0.0302 3.4478 0.1147
H -5.3179 1.4812 2.1957 0.1331
H -3.8427 -2.1491 4.0646 0.1257
C -2.3526 4.8664 -3.3483 -0.0797
O -1.9555 3.8694 -4.3030 -0.0899
C -1.1266 2.8996 -3.7731 -0.2701
C -0.8784 1.8066 -4.6212 -0.0308
C -0.2115 0.7091 -4.0863 -0.0437
C 0.3042 0.7049 -2.7861 -0.1090
C 0.9455 -0.5104 -2.2712 -0.3910
C 1.2639 -1.6240 -3.2588 -0.0194
O 1.2141 -0.7105 -1.0965 -0.0510
C 0.1781 1.8775 -1.9959 -0.3654
O 0.6955 1.9629 -0.8172 -0.2444
C -0.5429 2.9715 -2.5132 0.0492
H -3.0363 5.5088 -3.8952 0.0833
H -1.5412 5.4799 -2.9748 0.0831
H -2.8588 4.3898 -2.5085 0.0977
H -1.3816 1.7581 -5.5844 0.1040
H -0.1068 -0.1839 -4.7148 0.1037
H 0.3113 -2.1113 -3.4995 0.0930
H 1.8937 -2.3336 -2.7466 0.0676
H 1.7185 -1.2795 -4.1723 0.0703
H -0.6913 3.8075 -1.8786 0.1002
O 0.9688 3.3943 1.3085 -0.1199
C 2.3429 3.5207 1.5664 -0.2140
C 3.1792 2.2984 1.1923 -0.2673
C 4.3801 2.4358 0.4982 -0.0290
C 5.1141 1.2999 0.1765 -0.0773
C 4.6002 0.0670 0.5461 -0.0745
C 3.4089 0.0387 1.2515 -0.1413
N 2.6973 1.1176 1.5631 0.0858
H 0.8376 3.1201 0.3766 0.0175
H 2.4623 3.6494 2.6492 0.1217
H 2.7574 4.4285 1.1080 0.1118
H 4.7331 3.4293 0.2081 0.1087
H 6.0307 1.3606 -0.3965 0.0984
H 5.1261 -0.8755 0.3583 0.1020
H 2.9363 -0.9127 1.5281 0.1136
N -1.7178 -2.4421 -0.3207 0.1915
C -0.8525 -3.1012 0.0577 -0.1739
C 0.1433 -4.0168 0.5755 -0.2132
C 1.4846 -3.7595 0.2935 -0.0238
C 2.4515 -4.6337 0.7321 -0.0729
C 2.0852 -5.7697 1.4473 -0.0823
C 0.7493 -6.0241 1.7074 -0.0784
C -0.2228 -5.1588 1.2574 -0.0339
H 1.7459 -2.8456 -0.1958 0.0858
H 3.4834 -4.4163 0.5916 0.0920
H 2.8488 -6.4354 1.8015 0.0930
H 0.4711 -6.8685 2.3229 0.1024
H -1.2600 -5.3379 1.5117 0.1230
```

Output
HOMO level	-0.1737	hartree
net charge	-1
LUMO level	2.6	eV
largest force on an atom	1.49	eV/Å
HOMO-LUMO gap	7.306	eV


One value per record, in order, for energy above the lowest of the compared OMol25 structures with the same formula, charge and spin: 0.8; 13.4; 7.7 kcal/mol.